Entry 1:
ORCA calculation (ωB97M-V/def2-TZVPD) on a 5-piece molecular cluster, C36H79ClNO14 overall at a distorted geometry.

**LUMO energy (spin up / spin down)**: 0.363 / 0.221 eV

Geometry as ORCA input:
```
! RIJCOSX wB97M-V def2-TZVPD def2/J DEFGRID3
* xyz 0 2
C -5.2980 6.5801 -0.7568
C -4.7573 5.1946 -0.6676
C -5.3176 4.4717 -1.8687
C -3.2937 5.3370 -0.7615
C -2.4758 4.1723 -0.3566
Cl -2.4714 2.8660 -1.5683
C -1.0546 4.5887 -0.1052
C -0.1385 4.6077 -1.2759
C 0.7747 3.4647 -1.4446
O 0.5140 2.8207 -2.6362
C -2.9902 3.7051 0.9760
C -4.4580 3.5290 1.0665
C -4.7783 3.4299 2.5382
C -4.8555 2.2267 0.4619
N -5.1968 4.6738 0.5896
O -6.3976 4.4580 0.6191
H -6.3259 6.5467 -0.8131
H -4.8593 7.0870 -1.5428
H -5.0647 7.0419 0.1401
H -5.9227 3.6740 -1.6200
H -5.9046 5.1277 -2.4041
H -4.5618 4.1962 -2.5044
H -3.0264 6.1043 -0.1176
H -3.0408 5.6452 -1.7146
H -1.1200 5.5307 0.3099
H -0.6816 3.9507 0.6270
H -0.6222 4.8137 -2.1631
H 0.4965 5.4103 -1.1016
H 0.6611 2.7939 -0.6618
H 1.7577 3.7805 -1.5097
H 0.0950 2.0416 -2.4674
H -2.7360 4.4887 1.6110
H -2.4782 2.8807 1.3174
H -5.3598 2.6195 2.7639
H -5.2709 4.2964 2.7900
H -3.9203 3.4039 3.1284
H -5.7565 1.9074 0.8311
H -4.8236 2.1999 -0.5688
H -4.1617 1.5330 0.7914
C 0.6720 4.9052 -5.2386
O 2.0499 4.6802 -5.4194
C 2.4671 3.4074 -4.9561
C 3.6322 2.9129 -5.7707
O 3.2725 2.4307 -7.0525
C 2.9384 3.3871 -8.0369
C 4.1141 4.1702 -8.5572
O 4.4777 5.1923 -7.6530
C 5.8253 5.5648 -7.7830
H 0.4109 4.9180 -4.1781
H 0.4376 5.8717 -5.6779
H 0.0808 4.1374 -5.7519
H 1.6504 2.6880 -5.0132
H 2.7726 3.5131 -3.9088
H 4.0534 2.0525 -5.2525
H 4.4199 3.6633 -5.8387
H 2.1413 4.0469 -7.6947
H 2.5422 2.8042 -8.8692
H 3.8392 4.6431 -9.5120
H 4.9542 3.4891 -8.7229
H 6.4852 4.7018 -7.6323
H 6.0385 6.3001 -7.0139
H 6.0174 6.0100 -8.7663
C 0.8935 -6.1903 -2.3980
O 1.8442 -7.1843 -2.1005
C 2.1509 -8.0042 -3.2191
C 3.5640 -8.5229 -3.1376
O 4.5811 -7.5865 -3.4688
C 4.8581 -6.5750 -2.5266
C 5.5273 -7.0759 -1.2812
O 4.5413 -7.6601 -0.4668
C 5.0563 -8.6272 0.4150
H -0.0721 -6.6363 -2.6660
H 0.7667 -5.5780 -1.5085
H 1.2394 -5.5492 -3.2109
H 2.0186 -7.4530 -4.1520
H 1.4595 -8.8588 -3.2078
H 3.6655 -9.3106 -3.8837
H 3.7544 -8.9727 -2.1630
H 3.9630 -6.0024 -2.2816
H 5.5473 -5.8981 -3.0326
H 5.9842 -6.2334 -0.7386
H 6.3088 -7.7964 -1.5382
H 5.5748 -9.4175 -0.1404
H 4.2197 -9.0709 0.9455
H 5.7400 -8.1706 1.1411
C -5.7708 1.1221 5.8370
O -4.7214 0.2033 5.9635
C -4.1215 -0.1318 4.7310
C -2.6740 -0.4905 4.9237
O -1.7846 0.5944 5.0886
C -1.7731 1.3177 6.3062
C -1.1950 0.5538 7.4674
O -2.1392 -0.3579 7.9864
C -1.5309 -1.4383 8.6485
H -6.5920 0.6908 5.2512
H -6.1290 1.3538 6.8348
H -5.4260 2.0515 5.3677
H -4.2067 0.6878 4.0096
H -4.6429 -1.0135 4.3321
H -2.3253 -0.9635 4.0059
H -2.5699 -1.2214 5.7255
H -2.7603 1.7139 6.5411
H -1.1195 2.1704 6.1182
H -0.9277 1.2600 8.2670
H -0.2936 0.0263 7.1391
H -0.8479 -1.9733 7.9768
H -2.3169 -2.1202 8.9552
H -0.9855 -1.0988 9.5362
C 4.2120 -5.3751 2.3273
O 3.1433 -4.5504 1.9352
C 2.1602 -5.2396 1.1836
C 0.7920 -4.6532 1.3903
O 0.1924 -5.0314 2.6070
C 0.6147 -4.4682 3.8303
C 0.2008 -3.0395 4.0828
O 1.0194 -2.0753 3.4447
C 0.2949 -0.8740 3.2692
H 4.7389 -5.7535 1.4433
H 4.8933 -4.7738 2.9228
H 3.8598 -6.2138 2.9412
H 2.1383 -6.3009 1.4468
H 2.4350 -5.1432 0.1248
H 0.1399 -5.0731 0.6232
H 0.7937 -3.5706 1.2568
H 1.6866 -4.6013 3.9761
H 0.1060 -5.0741 4.5810
H 0.2796 -2.8476 5.1649
H -0.8409 -2.9137 3.7693
H -0.6087 -1.0427 2.6664
H 0.9282 -0.1600 2.7486
H 0.0160 -0.4773 4.2408
*
```

***

Entry 2:
ORCA calculation (ωB97M-V/def2-TZVPD) on a 10-piece molecular cluster, C34H78O13 overall at a distorted geometry.

**LUMO energy**: 0.302 eV
**SMILES string**: C1CCOC1.C1CCOC1.C1CCOC1.C1CCOC1.C1CCOC1.COCCOC.COCCOC.COCCOC.CO.CO

Geometry as ORCA input:
```
! RIJCOSX wB97M-V def2-TZVPD def2/J DEFGRID3
* xyz 0 1
C 8.8023 10.3437 -14.8915
C 8.8825 8.9121 -14.4280
C 7.5339 8.7836 -13.7594
O 6.6333 9.4183 -14.7182
C 7.3795 10.3431 -15.4763
H 9.5527 10.7115 -15.5934
H 8.7644 11.1037 -14.1059
H 9.6885 8.5996 -13.7625
H 8.8474 8.2328 -15.2839
H 7.4287 9.3830 -12.8477
H 7.1226 7.7940 -13.5764
H 6.9299 11.3444 -15.4013
H 7.3707 10.1838 -16.5652
C 14.5301 3.8355 -12.0110
C 13.2156 3.8310 -11.2139
C 13.6346 4.4141 -9.8832
O 14.6147 5.3868 -10.2210
C 15.4078 4.8605 -11.2661
H 14.3402 4.0963 -13.0520
H 15.0436 2.8743 -11.9952
H 12.7621 2.8401 -11.1935
H 12.4868 4.4695 -11.7169
H 14.0760 3.6464 -9.2342
H 12.8408 4.9341 -9.3523
H 16.3211 4.3573 -10.9041
H 15.7966 5.7010 -11.8397
C 18.3424 9.8802 -16.2666
C 17.1911 8.8948 -16.3429
C 16.2786 9.4913 -17.3890
O 16.3897 10.9079 -17.2212
C 17.6847 11.2139 -16.6635
H 19.1017 9.6352 -17.0159
H 18.8531 9.9026 -15.3068
H 16.6247 8.8869 -15.4071
H 17.3850 7.8474 -16.5778
H 15.2290 9.2166 -17.2767
H 16.5351 9.2419 -18.4309
H 17.4873 11.8618 -15.8060
H 18.2448 11.7858 -17.4045
C 12.2053 7.1987 -15.3194
C 12.0760 8.5357 -16.0135
C 13.2472 9.3465 -15.4100
O 14.1525 8.3388 -14.9273
C 13.7103 7.0530 -15.3459
H 11.6729 6.3546 -15.7550
H 11.8939 7.2879 -14.2756
H 11.0573 8.9183 -15.9456
H 12.2393 8.4923 -17.0971
H 12.8985 9.9049 -14.5369
H 13.6620 10.0269 -16.1524
H 14.1331 6.3227 -14.6518
H 14.1168 6.8196 -16.3385
C 12.7276 12.1792 -11.3644
C 11.4662 12.2154 -12.1976
C 10.5773 11.2502 -11.4385
O 10.8082 11.5535 -10.0788
C 12.1530 12.0200 -9.9296
H 13.4030 13.0309 -11.4139
H 13.3277 11.2850 -11.5578
H 11.5881 12.0018 -13.2595
H 11.0096 13.2068 -12.1111
H 10.8157 10.1965 -11.6502
H 9.5198 11.3922 -11.6692
H 12.7223 11.2683 -9.3860
H 12.1355 12.9899 -9.4313
C 15.6042 11.3394 -9.2429
O 16.8712 11.0042 -8.7328
C 17.1431 9.6139 -8.7652
C 17.5401 9.1084 -10.1104
O 16.4840 9.1371 -11.0302
C 16.6511 8.2830 -12.1398
H 15.5539 11.2631 -10.3327
H 15.4038 12.3862 -9.0023
H 14.7830 10.7370 -8.8394
H 16.2986 9.0481 -8.3479
H 17.9788 9.4524 -8.0805
H 18.0130 8.1169 -10.0097
H 18.3791 9.7322 -10.4731
H 15.6590 8.0347 -12.5156
H 17.2332 7.3939 -11.8847
H 17.1679 8.8148 -12.9514
C 9.9250 11.2690 -18.9729
O 11.1375 11.6313 -19.5725
C 12.2516 11.2278 -18.7922
C 13.5114 11.4712 -19.5746
O 13.5897 10.7448 -20.7737
C 13.5971 9.3416 -20.6124
H 9.6513 11.9532 -18.1599
H 9.9246 10.2165 -18.6555
H 9.1214 11.3287 -19.7126
H 12.1473 10.1448 -18.6205
H 12.2095 11.7783 -17.8448
H 14.4120 11.3632 -18.9532
H 13.5096 12.5227 -19.8855
H 13.8160 8.9334 -21.5944
H 12.6187 8.9537 -20.2983
H 14.3296 9.0378 -19.8543
C 14.6466 2.1193 -21.9512
O 13.6619 3.1066 -21.8250
C 12.6364 2.7503 -20.9243
C 13.0322 2.8666 -19.4756
O 13.6919 4.0926 -19.2521
C 14.1417 4.2048 -17.9225
H 15.0340 1.7765 -20.9807
H 15.5050 2.5239 -22.4834
H 14.2623 1.2437 -22.4927
H 12.3425 1.7072 -21.1208
H 11.7945 3.3982 -21.1643
H 13.6606 2.0322 -19.1369
H 12.1094 2.8423 -18.8716
H 13.2941 4.1708 -17.2269
H 14.6069 5.1889 -17.8514
H 14.9122 3.4573 -17.7045
C 16.5901 4.0636 -15.1361
O 17.2291 5.3107 -14.8726
H 16.8630 3.7217 -16.1347
H 16.9060 3.3375 -14.3884
H 15.5035 4.1889 -15.1399
H 17.5661 5.3199 -13.9732
C 9.8508 4.2268 -16.1619
O 9.1996 5.4858 -16.0757
H 9.0880 3.4544 -16.2326
H 10.4787 4.1548 -17.0554
H 10.4784 4.0321 -15.2867
H 9.7360 6.1558 -16.5065
*
```

***

Entry 3:
ORCA calculation (ωB97M-V/def2-TZVPD) on a single C6H8N2O molecule at a distorted geometry.

**LUMO energy**: 0.728 eV
**SMILES string**: CC(=O)Nc1ccc[nH]1

Geometry as ORCA input:
```
! RIJCOSX wB97M-V def2-TZVPD def2/J DEFGRID3
* xyz 0 1
C -1.8374 1.0695 0.4742
C -2.1437 -0.2653 -0.0708
O -3.1944 -0.7810 -0.0651
N -0.9850 -0.8941 -0.5823
C 0.3325 -0.6250 -0.3836
C 1.3352 -1.3884 0.3156
C 2.5025 -0.5917 0.3340
C 2.1714 0.5940 -0.2598
N 0.8882 0.5916 -0.6312
H -1.7357 1.8338 -0.4103
H -1.0104 1.2651 1.2294
H -2.9506 1.3949 0.9731
H -1.3669 -1.9187 -0.8903
H 1.0078 -2.3451 0.5837
H 3.4857 -0.6767 0.9232
H 2.9810 1.4594 -0.2813
H 0.5197 1.2777 -1.2586
*
```

***

Entry 4:
ORCA calculation (ωB97M-V/def2-TZVPD) on C5H7HgLiO3 as an isolated structure at a distorted geometry.

**LUMO energy (spin up / spin down)**: -15.430 / -15.425 eV

Geometry as ORCA input:
```
! RIJCOSX wB97M-V def2-TZVPD def2/J DEFGRID3
* xyz 3 2
C 1.3190 2.1315 -0.6247
C 0.8708 3.2339 -0.0541
H 1.9518 2.0158 -1.5034
H 1.1145 4.1995 -0.4959
H 0.1744 3.1633 0.8044
O 1.0239 0.8553 -0.0093
Li -1.0746 2.1840 -2.1972
O -0.9771 0.6165 -1.0536
C -0.0829 0.1922 -0.3808
O -0.0269 -0.9537 0.2835
C -1.1085 -1.8628 0.2778
C -0.8218 -3.1684 0.8876
H -1.8455 -1.6422 -0.4907
H -0.8684 -3.9823 0.1414
H -1.5770 -3.3643 1.6570
H 0.1743 -3.1920 1.3558
Hg 1.7541 -0.4264 1.4021
*
```